This record from OMol25 describes a structure of composition C63H70As2N5O3RuSSe. The level of theory is wB97M-V/def2-TZVPD.

E   -10307.81752 Ha
Spin multiplicity   2
Charge   +2
Frontier orbital gap (spin up / spin down)   6.8 / 6.9 eV
ΔE to the lowest compared entry with this formula, charge and spin   0.0000 eV
Largest force on an atom   2.37 eV Å⁻¹

```
146
Properties=species:S:1:pos:R:3:lowdin_charge:R:1
Ru 0.61702 -0.11717 0.04344 0.74
O 5.92900 -0.60176 -1.65200 0.06
C 5.29681 -0.61412 -2.84773 -0.26
C 6.07428 -0.88773 -3.97357 0.00
C 5.49867 -0.92089 -5.22465 -0.06
C 4.13114 -0.68224 -5.39137 -0.07
C 3.36289 -0.43025 -4.27908 -0.03
C 3.92160 -0.40039 -2.99435 -0.11
C 3.01215 -0.16697 -1.85401 -0.51
O 1.75957 -0.24122 -2.02561 -0.30
N 3.56954 0.15159 -0.68734 0.06
N 2.60585 0.54647 0.21269 -0.13
C 3.00855 1.38572 1.09123 -0.09
C 2.00432 1.99653 1.93931 -0.30
C 2.34245 2.90168 2.93270 0.01
C 1.33452 3.45391 3.70299 -0.01
C 0.02557 3.10055 3.42143 -0.01
C -0.22146 2.20409 2.39384 -0.14
N 0.74104 1.63428 1.66419 0.01
H 5.29684 -0.26837 -0.98299 0.06
H 7.13258 -1.05993 -3.83389 0.13
H 6.11899 -1.12600 -6.08710 0.11
H 3.68791 -0.69205 -6.37690 0.11
H 2.30029 -0.24638 -4.37160 0.11
H 4.04895 1.69156 1.12042 0.15
H 3.38268 3.14782 3.09902 0.13
H 1.56571 4.15169 4.49653 0.13
H -0.80390 3.51862 3.97439 0.12
H -1.23238 1.94538 2.13251 0.08
C 2.58914 -3.01846 -1.66446 -0.19
As 1.45940 -2.47835 -0.21102 1.17
C 2.54850 -2.99247 1.29228 -0.24
C 0.08120 -3.84473 -0.41897 -0.28
C 0.60515 -5.25760 -0.37994 -0.29
C 0.99993 -5.88753 0.79641 -0.06
C 1.43733 -7.20350 0.78129 -0.06
C 1.49115 -7.90997 -0.41199 -0.07
C 1.10267 -7.29252 -1.59130 -0.06
C 0.66121 -5.97685 -1.57178 -0.06
H 2.49953 -4.10387 -1.67811 0.04
H 3.61847 -2.73080 -1.46411 0.05
H 2.26421 -2.58464 -2.60357 0.04
H 2.91660 -4.00502 1.13718 0.05
H 1.99622 -2.93441 2.22552 0.00
H 3.38939 -2.29854 1.32313 0.04
H -0.31047 -3.66744 -1.41792 0.04
H -0.72112 -3.65873 0.28311 0.04
H 0.95144 -5.35276 1.73454 0.08
H 1.73937 -7.68048 1.70414 0.11
H 1.82801 -8.93737 -0.42224 0.11
H 1.14063 -7.83419 -2.52673 0.11
H 0.34537 -5.50460 -2.49597 0.11
C -5.08491 -5.79945 -2.98018 -0.03
C -4.07813 -4.69030 -2.85893 -0.25
C -3.07205 -4.52802 -3.80699 -0.01
C -2.14693 -3.49924 -3.70213 -0.07
C -2.24404 -2.61720 -2.63577 -0.43
C -3.23507 -2.75296 -1.67300 -0.06
C -4.14128 -3.79122 -1.79378 -0.01
S -1.04497 -1.32896 -2.52638 0.96
C -1.90894 -0.06571 -3.43209 -0.23
O -1.07990 -0.92147 -1.04028 -0.75
H -4.78936 -6.52663 -3.73347 0.08
H -6.05950 -5.39996 -3.26518 0.09
H -5.21105 -6.32179 -2.03208 0.09
H -3.00204 -5.22428 -4.63262 0.12
H -1.35691 -3.39981 -4.43744 0.12
H -3.28332 -2.06878 -0.83896 0.08
H -4.91556 -3.91095 -1.04555 0.12
H -2.77080 0.24128 -2.83879 0.07
H -2.22480 -0.51003 -4.37567 0.08
H -1.23564 0.76719 -3.60519 0.01
C -2.18038 -5.40448 2.98580 -0.05
C -2.87855 -4.53198 2.16127 -0.05
C -2.36658 -3.27313 1.89315 -0.11
C -1.14233 -2.88668 2.43410 -0.36
C -0.44020 -3.76242 3.25550 -0.12
C -0.97082 -5.01641 3.53789 -0.06
As -0.48417 -1.08618 2.11881 1.34
C -2.18126 -0.15646 2.33407 -0.37
C -2.65409 0.31650 3.55750 -0.09
C -3.91064 0.89940 3.63963 -0.05
C -4.71044 1.00644 2.50871 -0.06
C -4.23778 0.54851 1.28979 -0.07
C -2.97230 -0.02117 1.19651 -0.15
C 0.57335 -0.86032 3.71353 -0.38
C 1.93659 -0.61956 3.60132 -0.14
C 2.72578 -0.53847 4.74266 -0.05
C 2.15518 -0.70806 5.99386 -0.05
C 0.79962 -0.99057 6.10703 -0.05
C 0.01071 -1.08018 4.97141 -0.11
H -2.58566 -6.38351 3.20248 0.12
H -3.83127 -4.82586 1.74185 0.11
H -2.93680 -2.59255 1.27571 0.08
H 0.49853 -3.47169 3.70938 0.10
H -0.43021 -5.68922 4.19044 0.12
H -2.04660 0.26010 4.44810 0.09
H -4.27105 1.26242 4.59309 0.12
H -5.69532 1.44769 2.58231 0.11
H -4.85285 0.63770 0.40273 0.12
H -2.59773 -0.33625 0.23318 0.06
H 2.39106 -0.52072 2.62490 0.06
H 3.78838 -0.35468 4.65079 0.12
H 2.76794 -0.64403 6.88284 0.12
H 0.35964 -1.16371 7.08003 0.12
H -1.02830 -1.36217 5.07309 0.10
C -3.04096 3.48677 -3.01218 -0.10
C -3.06782 4.63525 -2.01117 -0.23
C -3.51081 4.20556 -0.61570 -0.17
C -2.52609 3.29221 0.10942 -0.14
N -1.18768 3.88178 0.20046 -0.01
C -0.08655 3.48678 -0.45520 -0.56
Se 0.14457 1.90888 -1.47589 0.90
N 0.89416 4.37523 -0.22494 0.01
C 2.21305 4.37525 -0.88672 -0.13
C 2.12025 4.86571 -2.32637 -0.18
C 1.61116 6.29670 -2.48456 -0.24
C 2.61492 7.35183 -2.03271 -0.09
C 0.42332 5.35730 0.64496 -0.15
C 1.05007 6.44612 1.24556 0.01
C 0.28369 7.19950 2.11086 -0.05
C -1.05953 6.88213 2.37759 -0.05
C -1.67695 5.79949 1.78578 0.00
C -0.90163 5.04587 0.90837 -0.16
H -2.78455 3.83760 -4.01149 0.08
H -4.01973 3.00519 -3.07506 0.08
H -2.30637 2.72911 -2.73231 0.00
H -3.75236 5.40844 -2.36271 0.12
H -2.08348 5.11295 -1.96072 0.10
H -4.45388 3.65602 -0.68340 0.12
H -3.71311 5.08584 -0.00408 0.10
H -2.40458 2.33462 -0.39651 0.08
H -2.86698 3.08856 1.12771 0.12
H 2.58873 3.35587 -0.85678 0.09
H 2.86852 4.99984 -0.28019 0.12
H 1.48558 4.16756 -2.87591 0.09
H 3.12024 4.78261 -2.76106 0.13
H 0.66455 6.41950 -1.94741 0.10
H 1.37639 6.45944 -3.53756 0.11
H 2.82685 7.29934 -0.96374 0.05
H 2.25004 8.35816 -2.23391 0.08
H 3.56296 7.23364 -2.55999 0.08
H 2.08426 6.69210 1.05590 0.11
H 0.72613 8.05830 2.59639 0.12
H -1.62118 7.50222 3.06231 0.12
H -2.70603 5.55110 2.00189 0.12
```